(1)
{
  "formula": "C52H45N6O9S2Ta",
  "method": "wB97M-V/def2-TZVPD",
  "species": ["Ta", "N", "C", "S", "N", "N", "C", "C", "C", "C", "C", "C", "C", "O", "H", "H", "H", "H", "H", "H", "H", "C", "C", "C", "O", "C", "C", "O", "C", "O", "C", "C", "C", "C", "C", "C", "C", "C", "C", "C", "C", "C", "C", "O", "C", "C", "C", "C", "C", "C", "C", "C", "C", "C", "C", "C", "H", "H", "H", "H", "H", "H", "H", "H", "H", "H", "H", "H", "H", "H", "H", "H", "H", "H", "H", "H", "H", "H", "H", "H", "H", "H", "H", "H", "N", "C", "S", "C", "C", "C", "N", "C", "C", "H", "H", "H", "H", "H", "H", "O", "C", "O", "C", "C", "C", "C", "C", "C", "N", "O", "O", "H", "H", "H", "H"],
  "coordinates": [[-1.31178, -0.51158, 0.45016], [-5.85279, -0.44569, 1.25871], [-4.55045, -0.79633, 0.93161], [-4.04564, -1.41781, -0.61367], [-3.71279, -0.78518, 1.94667], [-2.65531, -1.64159, 1.78743], [-2.43751, -2.52437, 2.77691], [-1.22139, -3.24349, 2.79925], [-0.91176, -4.00851, 3.96175], [0.24573, -4.76447, 4.03317], [1.12603, -4.66699, 2.95925], [0.87333, -3.88589, 1.84737], [-0.25484, -3.07032, 1.77556], [-0.38686, -2.23683, 0.69409], [-6.57305, -0.79437, 0.56946], [-6.08764, -0.50075, 2.21179], [-3.05984, -2.68804, 3.65573], [-1.72462, -4.08590, 4.69441], [0.49165, -5.36571, 4.93605], [2.03742, -5.19200, 2.93683], [1.58127, -3.92490, 0.97877], [3.74643, -3.25964, -2.49830], [3.28263, -1.85947, -2.78969], [4.07218, -1.13159, -3.85182], [3.33122, -1.03254, -1.64188], [1.95917, -0.95146, -1.05838], [1.10472, -1.69127, -2.01977], [1.91937, -1.93815, -3.20628], [-0.37540, -1.24945, -2.48362], [-1.20627, -0.94688, -1.38544], [-0.95048, -2.44585, -3.18007], [-0.63151, -2.72312, -4.52460], [-1.15991, -3.81695, -5.15466], [-2.14900, -4.60939, -4.58163], [-2.49883, -4.34459, -3.22748], [-1.87240, -3.29039, -2.53512], [-0.46647, -0.10739, -3.54696], [0.62455, 0.45387, -4.25184], [0.43977, 1.63099, -4.96183], [-0.83512, 2.08114, -5.27125], [-1.95057, 1.43352, -4.70474], [-1.73104, 0.39733, -3.83369], [1.63095, 0.50110, -0.36730], [0.37739, 0.47051, 0.24857], [1.76936, 1.78300, -1.24558], [0.93596, 2.91581, -0.98607], [0.98757, 4.00416, -1.84046], [1.98539, 4.13656, -2.76484], [2.97070, 3.16635, -2.92997], [2.90400, 1.98364, -2.09813], [2.62898, 0.54320, 0.84200], [3.59011, -0.40362, 1.10215], [4.42673, -0.33169, 2.18482], [4.21141, 0.61767, 3.17388], [3.28690, 1.60708, 2.93662], [2.50891, 1.54739, 1.75693], [4.80445, -3.35228, -2.32233], [3.43856, -3.97189, -3.29398], [3.27564, -3.62508, -1.58499], [5.09231, -0.94059, -3.38953], [3.56385, -0.21518, -4.06947], [4.15771, -1.75503, -4.77255], [1.90773, -1.50489, -0.12507], [0.94372, -2.69473, -1.65521], [0.08423, -2.17058, -5.10337], [-0.86748, -4.08404, -6.14688], [-2.59607, -5.43432, -5.12231], [-3.12648, -5.04060, -2.65306], [-2.03027, -3.04011, -1.45897], [1.65955, -0.01106, -4.24189], [1.35141, 2.10903, -5.40579], [-0.95302, 2.95436, -5.97815], [-2.96018, 1.74561, -5.04615], [-2.63897, -0.07644, -3.46550], [0.25553, 2.91822, -0.14215], [0.20192, 4.72011, -1.67251], [1.98776, 4.98608, -3.43079], [3.88263, 3.37910, -3.53640], [3.70903, 1.27313, -2.14412], [3.78773, -1.24558, 0.47605], [5.26780, -1.01053, 2.22548], [4.79910, 0.69185, 4.07775], [3.28252, 2.46880, 3.60406], [1.91088, 2.42484, 1.46319], [-3.68058, 6.45710, -0.13185], [-4.17093, 5.39232, -0.82838], [-5.11059, 5.50978, -2.17587], [-3.59266, 4.08261, -0.37502], [-3.79358, 3.48616, 0.84942], [-3.25413, 2.20940, 1.13254], [-2.39222, 1.58310, 0.30786], [-2.13722, 2.20038, -0.86472], [-2.67014, 3.41190, -1.25770], [-4.04722, 7.33671, -0.39090], [-3.35137, 6.31131, 0.81521], [-4.41487, 3.91447, 1.67726], [-3.52762, 1.69681, 2.07430], [-1.55389, 1.59326, -1.52108], [-2.33894, 3.79505, -2.22442], [-0.36376, 2.37180, 2.44568], [-0.50745, 1.27479, 2.99316], [-0.91714, 0.13110, 2.50159], [-0.13342, 1.10900, 4.45578], [0.24631, 2.26564, 5.21439], [0.72273, 2.09278, 6.49778], [0.73534, 0.77540, 7.07723], [0.22495, -0.32198, 6.37786], [-0.17332, -0.13576, 5.08024], [1.27581, 0.55146, 8.37274], [1.89678, 1.54689, 8.83018], [1.23349, -0.54899, 8.95680], [0.20234, 3.21752, 4.70673], [1.15062, 2.89159, 7.07891], [0.31674, -1.32615, 6.84783], [-0.50221, -0.96281, 4.49627]],
  "total_energy_ev": -105243.71498,
  "gap_ev": 7.443
}

***

(2)
{
  "formula": "C52H46AsGeN3O4S2Tc",
  "method": "wB97M-V/def2-TZVPD",
  "species": ["Tc", "S", "C", "C", "C", "C", "C", "C", "As", "C", "C", "C", "C", "C", "C", "C", "C", "C", "C", "C", "C", "H", "H", "H", "H", "H", "H", "H", "H", "H", "H", "H", "H", "H", "H", "C", "N", "C", "S", "N", "C", "H", "H", "H", "H", "H", "H", "H", "H", "O", "C", "O", "C", "C", "C", "C", "C", "C", "N", "O", "O", "H", "H", "H", "H", "C", "Ge", "C", "C", "C", "C", "C", "C", "C", "C", "C", "C", "C", "C", "C", "C", "C", "C", "H", "H", "H", "H", "H", "H", "H", "H", "H", "H", "H", "H", "H", "H", "H", "C", "C", "C", "C", "C", "C", "C", "H", "H", "H", "H", "H"],
  "coordinates": [[0.97404, -1.61300, -0.31913], [2.14939, -3.32596, -1.38334], [3.46563, -2.66536, -2.34685], [4.48466, -3.51391, -2.76817], [5.47510, -3.03213, -3.60901], [5.44988, -1.71093, -4.03598], [4.42864, -0.86775, -3.62580], [3.42951, -1.34089, -2.78539], [1.92354, -0.27263, -2.20364], [2.69945, 1.48827, -2.47962], [3.66561, 1.92792, -1.57761], [4.34644, 3.10770, -1.82373], [4.06234, 3.84851, -2.96443], [3.09594, 3.41148, -3.85819], [2.41054, 2.22719, -3.61916], [0.62574, -0.44906, -3.62936], [-0.49994, 0.37527, -3.60430], [-1.47503, 0.24474, -4.57875], [-1.34128, -0.72262, -5.56630], [-0.22786, -1.55079, -5.58520], [0.75687, -1.41825, -4.61676], [4.49825, -4.54285, -2.43210], [6.26653, -3.69348, -3.93479], [6.22424, -1.33944, -4.69302], [4.39782, 0.15631, -3.97668], [3.87675, 1.34103, -0.68931], [5.10322, 3.44933, -1.12997], [4.60156, 4.76571, -3.15994], [2.87850, 3.98548, -4.74888], [1.66222, 1.88068, -4.32057], [-0.60463, 1.13326, -2.83196], [-2.34041, 0.89495, -4.56647], [-2.10698, -0.83165, -6.32263], [-0.12687, -2.30649, -6.35241], [1.62706, -2.06311, -4.63961], [-3.16339, -1.62063, 3.51687], [-2.35221, -1.26817, 2.35219], [-2.57217, -0.38825, 1.42502], [-1.29805, -0.10859, 0.20263], [-3.65822, 0.35035, 1.26423], [-4.91534, 0.33232, 2.01051], [-2.50278, -2.11152, 4.22665], [-3.96131, -2.31667, 3.25882], [-3.58769, -0.73811, 3.98856], [-1.47789, -1.83019, 2.28038], [-3.62209, 1.01527, 0.51231], [-5.18020, -0.67597, 2.30771], [-5.69953, 0.70609, 1.35736], [-4.86178, 0.98061, 2.88565], [-0.10906, -3.10198, 2.48251], [-0.25310, -3.72464, 1.42412], [-0.09249, -3.17442, 0.25562], [-0.59638, -5.16991, 1.42555], [-1.35342, -5.67568, 2.47864], [-1.69754, -7.01326, 2.49976], [-1.25664, -7.83031, 1.47196], [-0.48586, -7.34872, 0.42767], [-0.16388, -6.00387, 0.39948], [-1.62037, -9.25945, 1.49419], [-1.12678, -9.96967, 0.64338], [-2.38639, -9.62169, 2.36315], [-1.66307, -5.01069, 3.27277], [-2.28834, -7.43553, 3.29886], [-0.15038, -8.02951, -0.34071], [0.43756, -5.60726, -0.40731], [0.82615, 2.56691, 0.14440], [-1.10387, 2.28273, 0.35990], [-2.08248, 2.86456, -1.25418], [-1.56961, 4.00017, -1.88192], [-2.18027, 4.51731, -3.01401], [-3.31923, 3.91162, -3.52439], [-3.82782, 2.77324, -2.91560], [-3.20702, 2.24567, -1.79255], [-1.66682, 2.66137, 2.21355], [-1.30141, 1.76657, 3.18906], [-1.61214, 1.99842, 4.54149], [-2.24498, 3.15459, 4.90406], [-2.57360, 4.13314, 3.93840], [-3.14384, 5.37125, 4.31833], [-3.43605, 6.32219, 3.38384], [-3.18634, 6.07073, 2.01975], [-2.63751, 4.88479, 1.62137], [-2.30012, 3.88464, 2.56393], [1.11626, 3.51311, 0.60118], [1.09240, 2.59134, -0.90921], [1.36761, 1.75684, 0.63237], [-0.68780, 4.48714, -1.47768], [-1.76701, 5.39517, -3.49289], [-3.81292, 4.32392, -4.39401], [-4.71236, 2.29204, -3.31224], [-3.60523, 1.32626, -1.37803], [-0.74693, 0.87236, 2.93151], [-1.33647, 1.26781, 5.29179], [-2.48632, 3.35201, 5.94128], [-3.32695, 5.55176, 5.37029], [-3.85468, 7.27366, 3.68202], [-3.42995, 6.82844, 1.28685], [-2.44241, 4.71220, 0.56871], [2.16127, -1.00761, 0.91040], [3.06051, -0.72833, 1.94208], [4.42558, -1.05262, 1.81168], [5.28317, -0.83627, 2.86807], [4.80510, -0.29347, 4.05736], [3.45841, 0.03022, 4.19547], [2.58609, -0.18318, 3.15179], [4.77993, -1.48249, 0.88296], [6.32866, -1.09489, 2.77234], [5.48663, -0.12598, 4.88038], [3.09355, 0.44412, 5.12553], [1.53314, 0.04902, 3.24513]],
  "total_charge": 2,
  "spin_multiplicity": 2,
  "total_energy_ev": -208539.28151,
  "gap_ev": [7.026, 6.017]
}